Entry 1:
{
  "formula": "C14H16F3NO4",
  "method": "ωB97M-V with the def2-TZVPD basis set",
  "smiles": "CCOC(=O)[C@](NC(C)=O)(OCc1ccccc1)C(F)(F)F",
  "molar_mass_da": 319.3,
  "total_energy_ha": -1198.43494,
  "homo_lumo_gap_ev": 9.907,
  "symbols": ["C", "C", "O", "C", "O", "C", "N", "C", "C", "O", "O", "C", "C", "C", "C", "C", "C", "C", "C", "F", "F", "F", "H", "H", "H", "H", "H", "H", "H", "H", "H", "H", "H", "H", "H", "H", "H", "H"],
  "positions_angstrom": [[2.077914, -3.297613, -3.646186], [0.891357, -3.006975, -2.749503], [1.230572, -1.890046, -1.913713], [0.270652, -1.418918, -1.152555], [-0.892557, -1.712025, -1.199124], [0.787178, -0.243352, -0.261628], [0.760008, -0.648090, 1.127288], [0.842611, -1.958762, 1.496119], [0.903985, -2.170707, 2.984816], [0.854837, -2.842936, 0.672198], [0.068965, 0.929808, -0.461279], [-1.328917, 0.900025, -0.161875], [-1.751949, 2.174809, 0.523100], [-0.851787, 3.192572, 0.800007], [-1.280147, 4.349730, 1.429425], [-2.608231, 4.498697, 1.786749], [-3.511290, 3.484285, 1.511938], [-3.086093, 2.328583, 0.883797], [2.240088, 0.152732, -0.626391], [2.623964, 1.196194, 0.130429], [3.118209, -0.820628, -0.375883], [2.386350, 0.521391, -1.894541], [1.854307, -4.149676, -4.281334], [2.297801, -2.434559, -4.268677], [2.951549, -3.520938, -3.040746], [-0.004783, -2.753174, -3.325531], [0.660588, -3.851612, -2.092855], [0.833919, 0.094501, 1.808819], [0.845084, -3.234206, 3.195587], [1.845505, -1.782416, 3.367794], [0.084153, -1.652928, 3.476563], [-1.885439, 0.776328, -1.098888], [-1.558342, 0.040156, 0.475732], [0.181794, 3.077352, 0.512998], [-0.571630, 5.137709, 1.637979], [-2.941234, 5.402162, 2.275564], [-4.549792, 3.595193, 1.786851], [-3.789197, 1.537332, 0.666956]],
  "atomic_forces_ev_per_a": [[-0.22, 0.22, 0.34], [-0.19, -0.28, -0.23], [0.26, -0.14, -0.31], [-0.30, 0.46, 0.02], [0.00, 0.04, -0.02], [0.24, -0.26, 0.04], [-0.10, 0.41, -0.40], [-0.04, 0.18, 0.44], [0.00, -0.24, -0.06], [0.17, -0.48, 0.07], [-0.07, -0.08, 0.02], [-0.27, -0.12, -0.04], [0.20, -0.05, -0.05], [0.04, -0.10, -0.05], [-0.03, 0.08, 0.05], [0.02, 0.10, 0.04], [-0.08, -0.04, 0.00], [0.10, -0.01, -0.04], [0.40, 0.19, 0.01], [-0.14, 0.22, 0.23], [-0.10, -0.26, 0.12], [-0.18, 0.10, -0.21], [0.00, -0.08, -0.07], [0.04, 0.04, -0.10], [0.12, -0.06, 0.01], [0.12, -0.07, 0.12], [-0.03, 0.11, -0.07], [0.01, -0.10, -0.05], [0.00, 0.00, 0.00], [0.06, 0.05, 0.06], [-0.05, 0.06, 0.08], [0.10, -0.05, 0.17], [0.01, 0.11, -0.13], [0.10, 0.00, -0.02], [0.06, 0.07, 0.02], [-0.03, 0.07, 0.04], [-0.09, 0.01, 0.03], [-0.11, -0.09, -0.02]]
}

Entry 2:
{
  "formula": "C32H36N3PS2W",
  "method": "ωB97M-V with the def2-TZVPD basis set",
  "molar_mass_da": 741.6,
  "total_charge": 4,
  "total_energy_ha": -2608.59064,
  "homo_lumo_gap_ev": [4.516, 4.308],
  "symbols": ["W", "S", "C", "N", "C", "C", "N", "C", "C", "C", "C", "C", "C", "C", "C", "S", "C", "C", "C", "C", "C", "C", "C", "H", "H", "H", "H", "H", "H", "H", "H", "H", "H", "H", "H", "H", "H", "H", "H", "H", "H", "N", "C", "C", "C", "C", "C", "C", "H", "H", "H", "H", "H", "H", "H", "C", "P", "C", "C", "C", "C", "C", "C", "C", "H", "H", "H", "H", "H", "H", "H", "H", "H", "H", "H"],
  "positions_angstrom": [[-0.184397, -1.873753, -0.446250], [-0.962070, 0.169608, -1.297533], [-0.630127, 1.375691, -0.050882], [-1.284057, 2.468510, 0.048275], [-0.970600, 3.386595, 1.182071], [0.509355, 3.444765, 1.395015], [1.054057, 2.062656, 1.537832], [2.237880, 1.889930, 2.456173], [1.813969, 1.198479, 3.730330], [2.527673, 0.088937, 4.164621], [2.203795, -0.510326, 5.376786], [1.163119, -0.006340, 6.141399], [0.442867, 1.099829, 5.705528], [0.773033, 1.708314, 4.505051], [0.522168, 1.094656, 0.888892], [1.184667, -0.520638, 0.967988], [-2.384288, 2.931533, -0.901768], [-2.032537, 4.278541, -1.454552], [-1.051981, 4.376845, -2.440921], [-0.718178, 5.618086, -2.957366], [-1.371366, 6.756451, -2.497958], [-2.356845, 6.658686, -1.524739], [-2.691235, 5.419180, -1.000128], [-1.499839, 2.997998, 2.055200], [-1.361501, 4.369112, 0.928912], [0.729515, 3.984177, 2.313553], [1.052093, 3.925838, 0.577473], [2.628216, 2.893888, 2.612280], [2.989043, 1.308490, 1.922066], [3.364978, -0.285206, 3.584087], [2.780787, -1.353054, 5.734720], [0.926236, -0.458852, 7.095095], [-0.348516, 1.509150, 6.319757], [0.238899, 2.607362, 4.210536], [-3.300454, 2.944214, -0.308690], [-2.470504, 2.174774, -1.676062], [-0.567153, 3.484354, -2.828472], [0.030664, 5.702182, -3.733544], [-1.123316, 7.723332, -2.915120], [-2.876581, 7.546132, -1.189524], [-3.488166, 5.342349, -0.266791], [-1.492633, -2.024469, 1.333083], [-1.878570, -3.391981, 1.035133], [-3.097711, -3.978733, 1.281418], [-3.271397, -5.286349, 0.835661], [-2.267250, -5.973368, 0.133284], [-1.052735, -5.374734, -0.120570], [-0.868673, -4.053609, 0.326599], [-2.300830, -1.402929, 1.337507], [-1.017229, -1.923765, 2.230870], [-3.889968, -3.457131, 1.804831], [-4.206988, -5.791757, 1.044074], [-2.444561, -6.990210, -0.193372], [-0.262213, -5.919794, -0.616261], [0.177006, -3.685788, 0.467377], [2.368223, -4.473176, -1.228940], [1.975962, -2.723239, -1.393411], [3.490846, -1.798618, -1.124146], [1.306747, -2.335815, -2.994732], [-0.091105, -2.336738, -3.071225], [-0.786556, -2.044806, -4.235245], [-0.036474, -1.750456, -5.366207], [1.358532, -1.714681, -5.311290], [2.036245, -1.977757, -4.128657], [3.236732, -4.667425, -1.863713], [1.541357, -5.090666, -1.574578], [2.625508, -4.718170, -0.197182], [4.202346, -2.089928, -1.900984], [3.918475, -2.063783, -0.156126], [3.320769, -0.726098, -1.175891], [-0.721476, -2.717164, -2.243672], [-1.867331, -2.067976, -4.274451], [-0.543315, -1.548068, -6.301594], [1.920716, -1.491913, -6.209237], [3.118246, -1.941379, -4.111695]],
  "atomic_forces_ev_per_a": [[-0.14, 1.58, 0.36], [0.05, -0.20, 0.23], [0.52, -0.52, 0.03], [-0.28, 0.50, 0.10], [-0.18, -0.16, -0.21], [0.20, -0.21, 0.08], [0.25, 0.47, 0.23], [-0.24, -0.06, -0.09], [0.05, 0.10, -0.05], [0.01, -0.09, 0.06], [0.05, 0.01, -0.05], [-0.02, -0.05, 0.08], [-0.01, 0.06, -0.03], [-0.04, -0.02, 0.02], [-0.48, -0.15, -0.34], [-0.27, -0.26, -0.60], [0.14, -0.09, 0.06], [-0.06, -0.05, 0.02], [0.08, 0.02, 0.02], [0.00, -0.01, -0.04], [0.02, 0.02, -0.01], [-0.03, 0.04, -0.01], [-0.02, -0.02, 0.02], [0.00, 0.04, 0.04], [0.00, 0.03, -0.03], [0.02, -0.01, 0.02], [-0.05, 0.03, -0.04], [0.00, 0.01, 0.05], [0.01, 0.00, -0.03], [-0.02, 0.02, 0.01], [0.00, 0.02, -0.01], [0.00, -0.01, 0.00], [0.02, -0.01, 0.00], [0.03, -0.02, 0.00], [0.03, 0.04, 0.05], [-0.02, -0.03, 0.00], [-0.01, 0.01, 0.02], [-0.01, -0.01, 0.01], [0.01, 0.00, 0.01], [-0.01, -0.01, 0.00], [0.03, -0.01, -0.01], [0.07, -0.20, -0.12], [0.08, 0.07, -0.05], [-0.18, -0.02, -0.18], [0.00, -0.03, 0.00], [-0.09, 0.02, 0.01], [-0.11, 0.16, 0.00], [0.37, -0.06, -0.29], [0.00, 0.09, 0.02], [0.05, -0.04, 0.04], [0.01, -0.01, 0.00], [0.01, 0.01, -0.01], [-0.02, 0.01, 0.02], [0.00, -0.01, 0.04], [0.25, -0.32, 0.29], [0.02, -0.02, -0.08], [0.05, -0.12, 0.34], [0.08, -0.09, -0.02], [0.00, 0.05, -0.23], [-0.15, -0.01, 0.18], [0.16, 0.16, -0.01], [-0.02, 0.04, -0.03], [-0.02, 0.00, 0.01], [-0.02, 0.08, -0.05], [0.00, -0.07, 0.02], [0.02, 0.01, -0.03], [0.01, 0.01, 0.00], [0.04, 0.01, 0.04], [0.01, 0.01, 0.00], [-0.02, 0.02, -0.03], [-0.23, -0.67, 0.14], [0.01, -0.03, 0.01], [0.03, -0.01, 0.00], [0.00, 0.00, 0.01], [-0.01, -0.01, 0.01]]
}

Entry 3:
{
  "formula": "C32H56ClFN13O2S",
  "method": "ωB97M-V with the def2-TZVPD basis set",
  "molar_mass_da": 741.4,
  "total_charge": 1,
  "total_energy_ha": -3073.10908,
  "homo_lumo_gap_ev": 10.596,
  "symbols": ["C", "C", "C", "N", "N", "C", "C", "C", "C", "S", "O", "O", "Cl", "C", "C", "C", "F", "H", "H", "H", "H", "H", "H", "H", "H", "H", "H", "H", "H", "H", "H", "H", "H", "H", "H", "H", "H", "H", "H", "H", "C", "C", "N", "H", "H", "H", "C", "C", "N", "H", "H", "H", "C", "C", "N", "H", "H", "H", "C", "C", "N", "H", "H", "H", "C", "C", "N", "H", "H", "H", "C", "C", "N", "H", "H", "H", "C", "C", "N", "H", "H", "H", "C", "C", "N", "H", "H", "H", "C", "C", "N", "H", "H", "H", "C", "C", "N", "H", "H", "H", "C", "C", "N", "H", "H", "H"],
  "positions_angstrom": [[3.271756, -0.348003, 2.722765], [2.328208, 0.798785, 2.361951], [1.578913, 0.588499, 1.046746], [0.225842, 0.047604, 1.261672], [-0.434861, -0.070695, -0.028683], [-1.871734, 0.332351, -0.042715], [-2.950332, -0.718667, -0.219833], [-3.372660, -1.620499, 0.961030], [-3.142992, -1.096691, 2.376534], [-4.078147, 0.344915, 2.925743], [-3.102506, 1.357422, 3.214974], [-4.954245, -0.008295, 3.986723], [-5.252091, 0.972159, 1.387343], [-0.144952, -1.417465, -0.624546], [-0.090316, -2.583874, 0.340094], [-0.491325, -3.872402, -0.365931], [1.260131, -2.697775, 0.725823], [4.057254, 0.035722, 3.370391], [2.754886, -1.118563, 3.286273], [3.760448, -0.751071, 1.841819], [2.928642, 1.696015, 2.225025], [1.615732, 1.023289, 3.155176], [1.510568, 1.558333, 0.538326], [2.156331, -0.068616, 0.401243], [-0.275711, 0.741311, 1.810765], [0.037204, 0.617268, -0.628320], [-2.112452, 0.946908, 0.823035], [-1.951072, 0.995663, -0.891854], [-3.831077, -0.148497, -0.490475], [-2.763179, -1.356296, -1.077748], [-4.442969, -1.782577, 0.856414], [-2.919527, -2.602450, 0.860607], [-2.097006, -0.880182, 2.581947], [-3.447821, -1.879786, 3.067192], [-0.784967, -1.580856, -1.481271], [0.862434, -1.356703, -1.032874], [-0.631462, -2.406353, 1.266159], [-0.588705, -3.707122, -1.434395], [0.319607, -4.585086, -0.253788], [-1.386036, -4.330747, 0.042983], [-2.378932, 4.600436, -0.416614], [-1.375656, 3.635355, -0.822017], [-0.592328, 2.859601, -1.142910], [-3.052272, 4.836005, -1.239653], [-2.975092, 4.212604, 0.410102], [-1.916226, 5.530356, -0.090667], [-1.545208, -0.487261, 5.819119], [-0.520190, -1.429717, 5.408279], [0.264515, -2.201172, 5.081531], [-2.176758, -0.245407, 4.968218], [-2.171411, -0.911492, 6.601537], [-1.119825, 0.433087, 6.205932], [-4.288581, 3.835725, -4.348086], [-4.257575, 5.059068, -3.561449], [-4.231026, 6.036518, -2.959637], [-3.502528, 3.844785, -5.100860], [-4.141662, 2.963491, -3.712189], [-5.246042, 3.732216, -4.855409], [0.539792, -1.366622, -4.858333], [-0.657908, -1.124484, -4.074621], [-1.579760, -0.932001, -3.415482], [1.162349, -0.474368, -4.898375], [1.122662, -2.174004, -4.421271], [0.287393, -1.648736, -5.878790], [5.047872, -0.717306, -5.270270], [4.067038, -1.787455, -5.320202], [3.280929, -2.623778, -5.359394], [4.732273, 0.057639, -4.573108], [6.010893, -1.089552, -4.932105], [5.182784, -0.255049, -6.246982], [3.701132, -5.776943, -2.679131], [2.567353, -4.885629, -2.851043], [1.670520, -4.184050, -2.981387], [3.515511, -6.483020, -1.871848], [3.884620, -6.341198, -3.591975], [4.598282, -5.209541, -2.436219], [-3.172549, 3.361105, 6.964795], [-2.453667, 2.342068, 7.711415], [-1.889995, 1.533798, 8.300587], [-2.490450, 3.939364, 6.343992], [-3.920236, 2.909292, 6.312904], [-3.681080, 4.051459, 7.633054], [7.531628, -4.232473, -4.493295], [7.490042, -2.984434, -3.748507], [7.457179, -1.997110, -3.163711], [8.263296, -4.174377, -5.297008], [7.808207, -5.058379, -3.840203], [6.557991, -4.449406, -4.931540], [-2.743715, 7.100913, 5.346902], [-3.311834, 6.762346, 6.642016], [-3.759412, 6.502376, 7.665288], [-3.210427, 6.512912, 4.557960], [-2.900322, 8.154759, 5.124404], [-1.672398, 6.906258, 5.334970], [-6.129358, -1.778439, -2.943297], [-5.323321, -2.646043, -2.100022], [-4.694940, -3.338262, -1.434692], [-5.497067, -1.228944, -3.639192], [-6.844188, -2.362468, -3.519903], [-6.684678, -1.062243, -2.339420], [8.373752, 0.912787, -1.737879], [8.157827, 1.619173, -0.485004], [7.987504, 2.174050, 0.504860], [8.119530, 1.545893, -2.586832], [9.414613, 0.612215, -1.843048], [7.761325, 0.016695, -1.790644]],
  "atomic_forces_ev_per_a": [[-0.20, 0.36, 0.63], [0.28, -0.13, -0.48], [0.17, 0.44, 0.07], [0.08, -0.13, 0.18], [0.53, 0.12, 0.28], [-1.01, -0.01, -0.16], [-0.08, -0.60, 0.32], [-0.19, 0.60, -0.15], [-0.13, -0.71, -0.55], [0.93, 0.01, 1.28], [0.01, 0.44, -0.73], [-0.49, -0.36, -0.15], [0.03, 0.02, -0.06], [0.57, -0.08, -0.17], [0.26, -0.25, -0.01], [0.28, -0.02, 0.00], [-0.17, 0.11, 0.09], [0.07, -0.03, 0.08], [-0.02, -0.31, -0.21], [-0.05, -0.17, -0.11], [-0.01, 0.14, 0.03], [-0.01, -0.06, 0.18], [-0.16, 0.02, -0.15], [-0.10, -0.28, 0.00], [-0.27, -0.03, -0.20], [-0.25, 0.12, -0.16], [0.46, 0.02, 0.24], [0.03, 0.03, -0.20], [-0.01, 0.23, -0.20], [0.08, 0.02, -0.12], [-0.06, -0.25, -0.10], [0.11, -0.08, 0.23], [0.05, 0.34, 0.03], [-0.15, 0.07, 0.20], [-0.30, 0.17, 0.23], [0.10, 0.07, -0.05], [-0.12, 0.03, 0.00], [-0.21, -0.14, -0.10], [0.07, -0.08, 0.14], [-0.20, 0.12, -0.04], [-0.31, 0.27, 0.17], [0.12, 0.03, -0.04], [0.06, -0.08, 0.08], [0.09, -0.01, -0.04], [0.09, -0.11, 0.00], [0.12, -0.03, -0.04], [-0.23, 0.08, 0.01], [0.05, -0.14, 0.06], [0.06, 0.05, -0.16], [-0.03, 0.07, 0.01], [0.06, -0.05, 0.03], [0.14, -0.03, 0.02], [-0.02, -0.25, -0.15], [-0.04, 0.14, -0.10], [0.04, -0.14, 0.07], [0.03, 0.08, 0.02], [0.01, 0.04, 0.05], [-0.03, 0.07, 0.03], [0.13, -0.06, -0.19], [-0.07, 0.08, 0.05], [-0.02, 0.09, -0.13], [-0.08, 0.07, 0.06], [-0.07, -0.09, 0.08], [-0.08, -0.02, 0.02], [0.24, 0.36, -0.02], [-0.05, -0.05, -0.05], [0.21, -0.01, -0.06], [-0.07, -0.05, 0.04], [-0.02, -0.07, 0.05], [-0.12, -0.10, -0.06], [0.25, -0.19, 0.00], [-0.06, 0.02, 0.02], [-0.09, 0.13, 0.06], [-0.07, 0.03, 0.02], [-0.07, 0.04, -0.04], [-0.05, 0.08, 0.01], [-0.25, 0.13, -0.18], [0.00, -0.03, 0.08], [-0.02, 0.06, -0.06], [0.11, -0.05, 0.06], [0.05, -0.13, 0.04], [0.06, -0.03, 0.11], [0.00, -0.26, -0.15], [0.05, 0.04, 0.09], [-0.06, -0.11, -0.08], [0.03, 0.07, 0.02], [0.02, 0.05, 0.07], [-0.03, 0.08, 0.03], [0.12, 0.06, -0.26], [-0.03, 0.12, 0.04], [-0.02, -0.02, -0.01], [-0.05, -0.03, 0.05], [-0.04, 0.01, 0.07], [0.00, -0.01, 0.08], [-0.15, 0.19, -0.20], [-0.01, -0.10, 0.01], [0.07, 0.08, 0.05], [0.08, -0.05, 0.03], [0.02, -0.07, 0.04], [0.02, -0.04, 0.07], [0.02, -0.11, -0.24], [0.04, 0.05, 0.05], [-0.06, -0.01, -0.01], [-0.01, 0.09, 0.06], [0.03, 0.04, 0.10], [-0.01, -0.01, 0.06]]
}